1.
Formula: C24H63BCl2FIN6O9P2
Source: the OMol25 dataset
Level of theory: wB97M-V/def2-TZVPD

Atoms and positions in Å:
C1 1.37083 6.71247 3.45918
C2 0.83820 5.87440 4.80402
B1 1.22243 4.26635 4.54721
O1 1.51952 3.89528 3.12188
P1 1.32635 2.93713 5.93380
Cl1 0.42072 4.27770 7.36480
I1 2.29317 1.41323 4.19529
C3 2.95899 2.83843 6.99220
O2 3.47900 4.01464 7.35989
N1 3.48669 1.46709 7.35111
C4 4.87520 1.20699 6.81091
O3 5.12461 -0.05268 6.36356
F1 5.99772 2.17083 6.74804
P2 -0.20001 1.44954 6.39909
O4 -0.09542 0.08482 5.26648
Cl2 -2.12790 2.37448 6.06717
H1 0.77563 6.33383 2.52186
H2 2.50556 6.39610 3.32283
H3 1.34515 7.87554 3.61717
H4 -0.31268 6.03878 4.94559
H5 1.47122 6.33205 5.70654
H6 2.45083 4.17974 2.87279
H7 3.39538 1.24698 8.36701
H8 0.17222 -0.73612 5.79080
C5 4.14005 3.19576 -1.21323
O5 2.95454 3.61556 -0.55582
C6 1.77536 3.55123 -1.36464
C7 1.14270 2.14333 -1.45527
C8 1.89178 1.19477 -2.38774
N2 1.02671 1.51774 -0.12985
H9 4.13910 3.45683 -2.27515
H10 4.27683 2.12026 -1.08319
H11 4.98816 3.69384 -0.73547
H12 1.05034 4.21645 -0.88001
H13 1.96425 3.97303 -2.35933
H14 0.13198 2.26530 -1.86618
H15 2.81239 0.80679 -1.94423
H16 1.26661 0.32694 -2.63003
H17 2.14842 1.69136 -3.32950
H18 0.44305 2.11127 0.46119
H19 1.94927 1.56980 0.31235
C9 2.80181 -3.17678 -4.25729
O6 2.92753 -1.76432 -4.20247
C10 4.27793 -1.29227 -4.15366
C11 4.98003 -1.23097 -5.52988
C12 5.42527 -2.59502 -6.05094
N3 4.12893 -0.58763 -6.54146
H20 3.58299 -3.68440 -3.68465
H21 2.81016 -3.51112 -5.29675
H22 1.83094 -3.44825 -3.83379
H23 4.21761 -0.27039 -3.75977
H24 4.86394 -1.86875 -3.42753
H25 5.88597 -0.62303 -5.40754
H26 4.59557 -3.18745 -6.44511
H27 6.14466 -2.47325 -6.86967
H28 5.91598 -3.17544 -5.26246
H29 3.91353 0.36086 -6.23129
H30 3.22057 -1.06068 -6.51946
C13 -2.68896 3.36557 0.04490
O7 -2.61503 2.50870 1.17368
C14 -3.78975 1.72190 1.39681
C15 -3.87726 0.44860 0.52404
C16 -4.27904 0.72477 -0.92257
N4 -2.61200 -0.30012 0.53389
H31 -3.69820 3.75586 -0.11311
H32 -2.33783 2.83962 -0.84527
H33 -2.01447 4.20942 0.21404
H34 -3.73812 1.40853 2.44666
H35 -4.69236 2.33788 1.30271
H36 -4.65732 -0.19116 0.95704
H37 -3.45910 1.13590 -1.51705
H38 -4.59226 -0.20403 -1.41439
H39 -5.12025 1.42445 -0.96968
H40 -2.39763 -0.56597 1.49598
H41 -1.86643 0.36026 0.29434
C17 -4.63107 -0.74632 7.13400
O8 -3.89731 -1.90313 6.76353
C18 -4.57665 -2.76526 5.84483
C19 -4.48393 -2.31922 4.36729
C20 -5.40208 -1.14938 4.02252
N5 -3.10516 -1.97040 3.99464
H42 -5.70599 -0.93884 7.19166
H43 -4.42425 0.06566 6.43383
H44 -4.28399 -0.42498 8.11985
H45 -4.08077 -3.73944 5.93500
H46 -5.61743 -2.91895 6.15491
H47 -4.80134 -3.16910 3.74904
H48 -5.02079 -0.19209 4.38715
H49 -5.50641 -1.05530 2.93490
H50 -6.40349 -1.30010 4.43950
H51 -2.51173 -2.78888 4.13668
H52 -2.76278 -1.30067 4.69006
C21 0.16819 -3.52479 -7.09879
O9 0.21184 -4.43957 -6.01476
C22 -1.07279 -4.83789 -5.52502
C23 -1.74877 -5.95699 -6.35046
C24 -2.34881 -5.46912 -7.66664
N6 -0.81676 -7.05922 -6.62976
H53 -0.67378 -2.83128 -7.02152
H54 0.13026 -4.06967 -8.04430
H55 1.09534 -2.94514 -7.09187
H56 -0.89457 -5.22481 -4.51429
H57 -1.73078 -3.96783 -5.41076
H58 -2.57663 -6.35274 -5.74772
H59 -1.59207 -5.29119 -8.43504
H60 -3.04026 -6.21845 -8.07045
H61 -2.91328 -4.54200 -7.52103
H62 -0.49252 -7.44527 -5.74201
H63 0.02820 -6.64683 -7.03637

Summary:
Orbital gap, eV: 7.15
SMILES string: CCB(O)P(Cl)(I)(C(=O)NC(=O)F)P(O)Cl.COC[C@@H](C)N.COC[C@@H](C)N.COC[C@@H](C)N.COC[C@@H](C)N.COC[C@@H](C)N
Highest occupied orbital energy, eV: -8.825
Lowest unoccupied orbital energy, Eh: -0.0614
Maximum force, Eh/bohr: 0.1957

***

2.
Formula: C5H9NS
Source: the OMol25 dataset
Level of theory: wB97M-V/def2-TZVPD

Atoms and positions in Å:
C1 1.79609 -1.50057 -0.77298
C2 0.39713 -1.67515 -0.39737
S1 -0.25460 -3.17971 -0.40153
N1 -0.38802 -0.59267 -0.35323
C3 -0.61033 0.54457 0.19379
C4 -0.28873 0.98110 1.63608
C5 -1.51850 1.53748 -0.56424
H1 2.31879 -0.68525 -0.12521
H2 1.83503 -1.30384 -1.83295
H3 2.29556 -2.45573 -0.72756
H4 -1.13473 0.95353 2.21723
H5 0.25332 1.96826 1.47318
H6 0.49483 0.30391 1.92659
H7 -2.00389 0.94568 -1.40204
H8 -0.81653 2.34489 -0.98161
H9 -2.37542 1.81351 0.11185

Summary:
Orbital gap, eV: 8.49
SMILES string: CC(=S)N=C(C)C
Highest occupied orbital energy, eV: -8.009
Lowest unoccupied orbital energy, Eh: 0.0178
Maximum force, Eh/bohr: 0.1032

***

3.
Formula: C2HLiO3Tl
Source: the OMol25 dataset
Level of theory: wB97M-V/def2-TZVPD

Atoms and positions in Å:
O1 2.02334 0.40349 0.61931
C1 1.21213 1.14585 0.13699
H1 1.24871 2.24398 0.26102
O2 -1.05516 -1.11280 -0.38377
C2 0.03538 -0.65193 -0.74150
O3 -0.02466 0.77888 -0.36656
Tl1 -1.41854 -3.44635 0.63241
Li1 -2.02121 0.63888 -0.15790

Summary:
Orbital gap (spin up / spin down), eV: 3.55 / 7.69
Multiplicity: 2
Highest occupied orbital energy (spin up / spin down), eV: -4.445 / -8.536
Lowest unoccupied orbital energy (spin up / spin down), Eh: -0.0328 / -0.0310
Maximum force, Eh/bohr: 0.0350